(1)
DFT (ωB97M-V with the def2-TZVPD basis set) results for C14H19F6N6O5S3V as an isolated structure.

Calculated values
Total energy: -3987.49776 Eh
Orbital gap (spin up / spin down): 7.305 / 7.775 eV
E_HOMO (spin up / spin down): -8.00 / -8.02 eV
LUMO level (spin up / spin down): -0.026 / -0.009 Ha

The geometry in ORCA input format:
```
! RIJCOSX wB97M-V def2-TZVPD def2/J DEFGRID3
* xyz 0 3
V 0.261 0.288 -0.056
N -3.065 -2.937 1.397
C -2.009 -2.498 0.627
S -2.264 -2.439 -1.075
N -0.952 -2.183 1.327
N 0.159 -1.674 0.650
C 1.237 -2.328 0.891
C 2.593 -1.968 0.530
C 3.631 -2.789 0.993
C 4.948 -2.508 0.709
C 5.252 -1.385 -0.063
C 4.250 -0.566 -0.539
C 2.913 -0.842 -0.242
O 1.964 -0.035 -0.712
H -3.763 -3.465 0.902
H -2.827 -3.256 2.324
H 1.120 -3.240 1.474
H 3.377 -3.658 1.589
H 5.736 -3.149 1.079
H 6.284 -1.152 -0.291
H 4.468 0.311 -1.133
F 2.462 0.401 4.311
C 2.945 1.206 3.370
F 3.651 2.174 3.937
F 3.718 0.510 2.550
S 1.521 1.932 2.458
O 0.837 0.745 1.914
O 0.774 2.701 3.396
N 2.308 2.737 1.366
S 1.699 3.133 -0.013
O 0.472 2.379 -0.325
O 2.684 3.245 -1.030
C 1.026 4.830 0.226
F 0.100 4.821 1.180
F 0.472 5.234 -0.915
F 2.002 5.658 0.562
N -1.809 0.566 0.548
C -2.696 1.665 0.104
C -2.990 1.606 -1.393
C -1.870 2.148 -2.294
C -0.956 1.112 -2.940
N -0.463 0.053 -2.027
H -2.248 -0.317 0.272
H -1.779 0.537 1.565
H -2.227 2.616 0.364
H -3.638 1.600 0.654
H -3.889 2.203 -1.556
H -3.262 0.580 -1.665
H -1.274 2.863 -1.731
H -2.315 2.710 -3.118
H -0.089 1.622 -3.361
H -1.483 0.628 -3.767
H 0.319 -0.416 -2.478
H -1.169 -0.692 -1.902
*
```


(2)
DFT (ωB97M-V with the def2-TZVPD basis set) results for a 3-piece molecular cluster, C14H19FN3O2S overall.

Calculated values
Total energy: -1357.42442 Eh
Orbital gap: 8.484 eV
E_HOMO: -11.51 eV
LUMO level: -0.111 Ha

The geometry in ORCA input format:
```
! RIJCOSX wB97M-V def2-TZVPD def2/J DEFGRID3
* xyz 1 1
O -2.488 1.395 0.977
S -1.693 1.232 -0.175
O -2.132 1.515 -1.488
F -1.195 -0.273 -0.210
C -0.093 1.969 0.107
C 0.658 1.306 1.305
C 2.046 1.027 0.747
N 1.737 0.645 -0.669
C 0.818 1.747 -1.103
H -0.296 3.019 0.305
H 0.713 1.956 2.173
H 0.160 0.389 1.609
H 2.588 1.971 0.671
H 2.679 0.312 1.263
H 1.226 -0.239 -0.710
H 2.526 0.592 -1.317
H 1.443 2.611 -1.311
H 0.315 1.456 -2.018
N 2.047 0.473 -3.627
C 1.297 -0.572 -3.990
C 1.770 -1.626 -4.753
C 3.093 -1.601 -5.167
C 3.882 -0.520 -4.807
C 3.318 0.487 -4.041
H 0.258 -0.554 -3.671
H 1.112 -2.440 -5.021
H 3.498 -2.404 -5.767
H 4.915 -0.451 -5.118
H 3.906 1.354 -3.762
N -2.162 -0.965 5.356
C -3.066 -1.826 5.819
C -4.210 -2.187 5.120
C -4.429 -1.630 3.871
C -3.497 -0.730 3.377
C -2.392 -0.434 4.160
H -2.867 -2.246 6.799
H -4.908 -2.892 5.550
H -5.307 -1.891 3.295
H -3.618 -0.254 2.416
H -1.651 0.278 3.805
*
```